1.
Computed, not measured: C33H23Cl4N7O5Sn as an isolated structure, with the ωB97M-V functional and the def2-TZVPD basis.

Each line ends with the Löwdin charge.
Positions of all 73 atoms, in Å:
1 Sn 12.2666 13.3657 11.7704  1.39
2 C 14.6346 15.6774 11.9325  -0.06
3 N 14.2760 14.4397 12.6264  -0.11
4 C 14.3534 14.3356 14.0747  -0.07
5 C 13.5654 13.1236 14.4846  -0.28
6 N 12.4902 12.7269 13.8068  0.05
7 C 11.7980 11.7871 14.6404  -0.23
8 C 10.6515 11.0681 14.2809  0.00
9 C 10.1153 10.3778 15.3647  -0.02
10 C 10.7297 10.3898 16.6603  -0.02
11 C 11.9331 11.0631 16.9223  0.03
12 C 12.5057 11.7221 15.8321  -0.19
13 N 13.6358 12.4816 15.6425  0.22
14 C 13.8884 15.6288 10.6078  -0.25
15 N 12.6863 15.0301 10.5508  0.03
16 C 12.1272 15.3011 9.2442  -0.19
17 C 10.8971 15.1360 8.6430  -0.01
18 C 10.6244 15.6423 7.3809  -0.02
19 C 11.6258 16.3847 6.7298  -0.04
20 C 12.9330 16.4514 7.2011  0.03
21 C 13.1340 15.9502 8.5202  -0.14
22 N 14.2247 16.0856 9.4082  0.22
23 H 15.7315 15.8891 11.8232  0.16
24 H 14.2355 16.5150 12.5274  0.14
25 H 14.8377 13.6679 12.2341  0.13
26 H 13.8359 15.2036 14.5398  0.15
27 H 15.4301 14.3119 14.4212  0.17
28 H 10.2404 11.0023 13.2929  0.11
29 H 9.2376 9.7704 15.2682  0.11
30 H 10.3394 9.8207 17.4626  0.10
31 H 12.4785 10.9338 17.8522  0.13
32 H 14.4136 12.5993 16.2419  0.18
33 H 10.1374 14.5291 9.0801  0.10
34 H 9.6449 15.4563 6.9456  0.13
35 H 11.4849 16.7444 5.7072  0.13
36 H 13.7389 16.9064 6.6789  0.11
37 H 15.0807 16.5535 9.2007  0.18
38 Cl 12.8007 6.9336 8.7841  0.75
39 C 13.3118 8.3429 9.6170  -0.66
40 C 13.6459 9.4305 8.8150  -0.08
41 C 13.7650 10.6254 9.4969  -0.57
42 Cl 13.5463 12.1314 8.7409  0.81
43 C 13.7446 10.7635 10.8994  -0.41
44 O 13.7940 12.0171 11.4342  -0.30
45 C 13.6443 9.5616 11.6157  -0.60
46 Cl 13.6163 9.4582 13.3068  0.82
47 C 13.4574 8.3856 10.9592  -0.15
48 H 13.6582 9.3463 7.7813  0.10
49 H 13.3982 7.4980 11.5778  0.12
50 O 6.5948 11.9937 11.3541  0.15
51 C 6.6422 13.2336 11.7866  -0.48
52 O 5.6580 13.8746 12.0139  0.14
53 C 8.0473 13.7069 12.2150  -0.03
54 C 8.2846 14.7078 13.1390  -0.56
55 Cl 7.1278 15.5316 14.0381  0.90
56 N 9.6207 14.9907 13.1236  -0.02
57 N 10.1951 14.2193 12.1907  0.03
58 C 9.2806 13.4579 11.6611  -0.15
59 C 9.7139 12.4038 10.5789  -0.49
60 O 9.0100 11.8428 9.7705  0.15
61 O 10.9867 12.1266 10.7364  -0.12
62 C 10.4050 15.9911 13.8390  -0.22
63 C 10.4499 15.8406 15.2090  -0.01
64 C 11.1634 16.7916 15.9508  -0.07
65 C 11.7768 17.8547 15.3447  -0.03
66 C 11.6260 17.9858 13.9311  -0.06
67 C 10.9621 17.0727 13.2198  -0.05
68 H 7.2696 11.7656 10.6638  0.12
69 H 9.7939 15.0635 15.7130  0.15
70 H 11.2591 16.6145 16.9985  0.11
71 H 12.2194 18.6177 15.9982  0.13
72 H 11.9811 18.8524 13.4472  0.11
73 H 10.8256 17.0910 12.1625  0.12

Kohn-Sham gap: 6.98 eV
Lowest unoccupied orbital energy: -5.985 eV
Calculated total energy: -111171.253 eV
Net charge: +2
Energy above the lowest of the compared OMol25 structures with the same formula, charge and spin: 16.9 kcal per mole

---

2.
Computed, not measured: C33H23N6O9S2Sc as an isolated structure, with the ωB97M-V functional and the def2-TZVPD basis.

Each line ends with the Löwdin charge.
Positions of all 74 atoms, in Å:
1 Sc 0.1838 0.2381 0.2199  1.10
2 O -2.6681 1.3894 3.3497  0.00
3 C -1.9861 1.2943 2.3196  -0.47
4 N -1.1564 0.3342 1.9385  0.03
5 C -0.8895 -0.7807 2.7508  -0.20
6 C -0.9102 -0.7805 4.1437  -0.02
7 C -0.5510 -1.9199 4.8468  -0.11
8 C -0.1690 -3.0695 4.1695  -0.12
9 C -0.1521 -3.0834 2.7825  -0.03
10 C -0.5134 -1.9508 2.0621  -0.20
11 N -0.5088 -1.8573 0.6463  0.06
12 C -1.0421 -2.8604 -0.0506  -0.46
13 O -1.4514 -3.9468 0.3615  0.03
14 C 0.0416 -1.7486 -2.1929  -0.32
15 C 0.2364 -2.0097 -3.6707  -0.05
16 C -0.1232 -1.0865 -4.5829  -0.14
17 C -0.5743 0.2080 -4.1913  -0.13
18 C -0.4248 0.5080 -2.8570  -0.19
19 N -0.0706 -0.3361 -1.8967  -0.03
20 C -2.1189 2.4063 1.2973  -0.19
21 C -2.6686 3.6119 1.7158  0.00
22 C -2.7492 4.6598 0.8206  -0.07
23 C -2.3050 4.4596 -0.4762  -0.07
24 C -1.7967 3.2163 -0.8098  -0.14
25 N -1.6983 2.2029 0.0460  0.10
26 H -1.1947 0.1232 4.6584  0.10
27 H -0.5567 -1.9010 5.9309  0.08
28 H 0.1214 -3.9587 4.7180  0.08
29 H 0.1321 -3.9741 2.2420  0.10
30 H 0.6713 -2.9510 -3.9758  0.09
31 H 0.0074 -1.3150 -5.6382  0.09
32 H -0.8292 0.9747 -4.9076  0.06
33 H -0.5470 1.5323 -2.5272  0.08
34 H -2.9958 3.6849 2.7425  0.11
35 H -3.1403 5.6225 1.1292  0.10
36 H -2.3222 5.2493 -1.2149  0.10
37 H -1.4499 3.0307 -1.8180  0.10
38 O 2.0506 -1.4993 -0.9149  0.09
39 C 1.2914 -2.2688 -1.4654  -0.33
40 C 1.6366 -3.7118 -1.4664  0.01
41 C 0.9096 -4.7616 -1.8707  -0.07
42 C -0.4389 -4.8157 -2.4099  -0.10
43 C -1.3750 -3.8729 -2.2999  -0.03
44 C -1.2144 -2.5614 -1.5901  -0.18
45 C -2.4377 -1.7100 -1.7690  -0.28
46 N -2.8093 -0.7095 -1.0092  0.14
47 C -3.9136 -0.1645 -1.6047  -0.15
48 C -4.2220 -0.8392 -2.7464  -0.12
49 N -3.2840 -1.8388 -2.8342  0.10
50 H 2.6127 -3.8975 -1.0331  0.11
51 H 1.3861 -5.7328 -1.7642  0.10
52 H -0.7121 -5.7507 -2.8884  0.09
53 H -2.3459 -4.1221 -2.7101  0.11
54 H -4.4144 0.6867 -1.1722  0.09
55 H -4.9996 -0.7174 -3.4798  0.09
56 H -3.1449 -2.4467 -3.6187  0.13
57 O 2.0399 1.0474 3.6626  -0.28
58 S 2.7327 0.5834 2.4935  0.51
59 O 3.7869 -0.3805 2.7100  -0.31
60 O 1.8366 0.1406 1.3973  -0.39
61 C 3.6221 2.0108 1.8143  -0.19
62 C 4.8938 2.1832 2.3536  -0.07
63 C 5.7227 3.2051 1.9225  -0.09
64 C 5.2967 4.0665 0.9238  -0.10
65 C 4.0295 3.9141 0.3875  -0.07
66 C 3.1873 2.9010 0.8309  -0.21
67 S 1.5091 2.9229 0.2068  0.50
68 O 1.3428 4.2098 -0.4292  -0.31
69 O 0.6937 2.6628 1.3778  -0.30
70 O 1.3713 1.7977 -0.7540  -0.37
71 H 5.2254 1.4789 3.1031  0.11
72 H 6.7070 3.3217 2.3609  0.09
73 H 5.9430 4.8616 0.5714  0.09
74 H 3.6536 4.5906 -0.3670  0.10

Kohn-Sham gap: 6.17 eV
Lowest unoccupied orbital energy: 4.495 eV
Calculated total energy: -104340.528 eV
Net charge: -2
Energy above the lowest of the compared OMol25 structures with the same formula, charge and spin: 83.1 kcal per mole

---

3.
Computed, not measured: C33H24AsN3O8S2V as an isolated structure, with the ωB97M-V functional and the def2-TZVPD basis.

Each line ends with the Löwdin charge.
Positions of all 72 atoms, in Å:
1 V 0.8511 0.6451 -0.1142  1.06
2 N 1.3460 -2.0245 3.0941  0.21
3 C -0.0023 -1.7833 3.3403  -0.16
4 C -0.8546 -2.2466 4.3338  0.00
5 C -2.1687 -1.8324 4.2517  -0.06
6 C -2.6122 -0.9977 3.2145  -0.05
7 C -1.7610 -0.5366 2.2312  0.00
8 C -0.4296 -0.9351 2.3153  -0.16
9 N 0.6665 -0.6729 1.4898  0.08
10 C 1.6783 -1.3498 1.9812  -0.23
11 C 2.9245 -1.3433 1.2431  -0.29
12 C 4.1616 -1.8175 1.5324  -0.30
13 S 5.2156 -1.4688 0.2348  1.13
14 C 3.9346 -0.7509 -0.6225  -0.39
15 N 2.8001 -0.7435 0.0114  -0.01
16 H 1.9403 -2.6626 3.5955  0.18
17 H -0.5115 -2.8996 5.1246  0.12
18 H -2.8752 -2.1659 4.9994  0.11
19 H -3.6557 -0.7147 3.1793  0.12
20 H -2.1198 0.0913 1.4271  0.09
21 H 4.5098 -2.3111 2.4247  0.09
22 H 4.0681 -0.3295 -1.6081  0.10
23 O 3.0917 3.8589 0.5130  -0.32
24 As 2.2955 3.0490 1.8610  1.25
25 O 0.7171 3.8838 1.6133  -0.29
26 O 1.9868 1.5876 0.9059  -0.58
27 C -0.3149 3.5367 2.4432  -0.35
28 C -0.2492 3.7755 3.8100  -0.02
29 C -1.3197 3.4477 4.6287  -0.05
30 C -2.4689 2.8840 4.0951  -0.06
31 C -2.5407 2.6409 2.7338  -0.05
32 C -1.4670 2.9564 1.9107  -0.20
33 S -1.6565 2.6737 0.1776  0.62
34 O -2.6663 1.6730 0.0081  -0.26
35 O -1.7366 3.9062 -0.5220  -0.21
36 O -0.2616 2.0370 -0.1824  -0.39
37 H 3.4583 4.7179 0.7571  0.05
38 H 0.6350 4.2459 4.2211  0.11
39 H -1.2566 3.6486 5.6899  0.11
40 H -3.3072 2.6406 4.7328  0.11
41 H -3.4266 2.2056 2.2913  0.12
42 O -1.2752 0.5577 -2.5778  0.16
43 C -1.3098 -0.3571 -1.8117  -0.47
44 O -0.4260 -0.4373 -0.7526  -0.20
45 C -2.2857 -1.4707 -1.8279  -0.13
46 C -3.2638 -1.4584 -2.8186  0.00
47 C -4.1954 -2.4803 -2.8757  -0.06
48 C -4.1510 -3.5122 -1.9468  -0.07
49 C -3.1765 -3.5246 -0.9579  -0.07
50 C -2.2424 -2.5030 -0.8956  -0.02
51 H -3.2806 -0.6424 -3.5282  0.13
52 H -4.9589 -2.4732 -3.6418  0.11
53 H -4.8816 -4.3091 -1.9935  0.11
54 H -3.1480 -4.3295 -0.2354  0.11
55 H -1.4826 -2.5002 -0.1256  0.11
56 C 1.8643 -2.1020 -5.0164  -0.06
57 C 1.4698 -2.5142 -3.7292  -0.05
58 C 1.4078 -1.6222 -2.6937  -0.04
59 C 1.7342 -0.2593 -2.8914  -0.18
60 C 1.6724 0.7531 -1.8863  -0.16
61 C 2.0125 2.0577 -2.1356  -0.04
62 C 2.4121 2.4405 -3.4345  -0.03
63 C 2.4685 1.5114 -4.4281  0.00
64 C 2.1376 0.1533 -4.1869  -0.15
65 C 2.1917 -0.7956 -5.2355  -0.01
66 H 1.9010 -2.8189 -5.8254  0.11
67 H 1.2052 -3.5495 -3.5572  0.11
68 H 1.0950 -1.9642 -1.7180  0.10
69 H 1.9723 2.8161 -1.3664  0.09
70 H 2.6598 3.4758 -3.6235  0.12
71 H 2.7645 1.7983 -5.4297  0.12
72 H 2.4906 -0.4590 -6.2205  0.12

Kohn-Sham gap: 6.62 eV
Lowest unoccupied orbital energy: -4.335 eV
Calculated total energy: -163654.685 eV
Net charge: +1
Energy above the lowest of the compared OMol25 structures with the same formula, charge and spin: 13.5 kcal per mole